{"formula": "C16H25N3O9P", "method": "ωB97M-V/def2-TZVPD", "elements": ["N", "P", "O", "O", "N", "C", "C", "C", "C", "O", "O", "N", "C", "C", "C", "O", "C", "H", "H", "H", "H", "H", "H", "H", "H", "H", "H", "H", "H", "H", "O", "C", "O", "C", "C", "C", "H", "H", "H", "H", "H", "H", "O", "C", "O", "C", "C", "C", "H", "H", "H", "H", "H", "H"], "xyz": [[3.282, -4.058, 4.331], [3.609, -3.249, 3.088], [4.454, -3.975, 1.993], [4.435, -1.907, 3.264], [2.198, -2.663, 2.133], [2.421, -2.053, 0.944], [1.362, -1.581, 0.187], [0.058, -1.758, 0.641], [-1.041, -1.296, -0.272], [-1.872, -2.032, -0.657], [-0.901, -0.058, -0.770], [-0.441, 0.938, 0.143], [-0.182, -2.430, 1.844], [-1.533, -2.696, 2.408], [-1.981, -1.621, 3.405], [-0.950, -1.185, 4.267], [0.937, -2.851, 2.570], [2.316, -4.250, 4.546], [5.115, -3.420, 1.559], [3.957, -1.099, 3.045], [3.435, -1.939, 0.613], [1.555, -1.080, -0.743], [-0.914, 0.823, 1.029], [0.567, 0.883, 0.225], [-2.258, -2.771, 1.614], [-1.527, -3.655, 2.911], [-2.730, -2.063, 4.045], [-2.465, -0.791, 2.899], [-0.353, -0.601, 3.796], [0.801, -3.338, 3.517], [2.511, 0.830, -0.477], [2.368, 1.666, -1.348], [2.303, 1.326, -2.624], [2.154, 2.507, -3.457], [1.587, 3.566, -2.522], [2.198, 3.158, -1.180], [3.139, 2.765, -3.848], [1.495, 2.257, -4.282], [1.818, 4.582, -2.832], [0.507, 3.456, -2.472], [3.182, 3.597, -1.000], [1.551, 3.369, -0.333], [-1.238, 2.063, -2.929], [-2.430, 2.166, -2.823], [-3.091, 3.278, -3.179], [-4.493, 3.155, -2.862], [-4.752, 1.653, -2.786], [-3.404, 1.129, -2.283], [-4.671, 3.657, -1.910], [-5.062, 3.658, -3.638], [-5.600, 1.399, -2.154], [-4.949, 1.264, -3.785], [-3.336, 1.129, -1.195], [-3.140, 0.146, -2.660]], "gap_ev": 7.71, "e_lumo_ev": -4.63, "spin_multiplicity": 1, "energy_ha": -1807.263673, "charge": 1}